ORCA calculation (ωB97M-V/def2-TZVPD) on C15H22N4PtSSi as an isolated structure.

Results
**Frontier orbital gap**: 6.4725 eV
**LUMO**: -0.903 eV
**HOMO level**: -7.4 eV
**Calculated total energy**: -43831.1437 eV
**Energy relative to the best compared isomer or geometry (same formula, charge and spin)**: 44.00 kcal/mol

ORCA input file:
```
! wB97M-V def2-TZVPD RIJCOSX def2/J DEFGRID3
* xyz 0 1
Pt -1.414 0.316 0.243
C 2.299 -3.545 3.146
C 2.335 -3.061 1.702
N 1.016 -3.016 1.082
C 0.166 -1.994 1.222
S -1.279 -2.018 0.226
N 0.450 -1.079 2.133
N -0.352 0.004 2.036
C -0.355 0.922 2.937
C 0.433 0.824 4.204
C -1.185 2.091 2.609
C -1.190 3.255 3.366
C -2.009 4.306 2.995
C -2.813 4.174 1.874
C -2.757 2.992 1.163
N -1.967 1.974 1.519
H 3.313 -3.674 3.527
H 1.775 -4.499 3.218
H 1.779 -2.817 3.767
H 2.956 -3.717 1.094
H 2.749 -2.054 1.662
H 0.762 -3.707 0.398
H 0.701 -0.214 4.376
H -0.153 1.191 5.048
H 1.353 1.411 4.144
H -0.549 3.325 4.232
H -2.031 5.215 3.581
H -3.473 4.969 1.557
H -3.363 2.827 0.284
C 1.532 -1.345 -4.139
Si 0.061 -0.221 -4.431
C -1.183 -1.105 -5.507
C 0.672 1.361 -5.219
C -0.698 0.141 -2.822
C -1.165 0.318 -1.708
H 2.044 -1.593 -5.073
H 1.210 -2.278 -3.670
H 2.253 -0.865 -3.474
H -0.787 -1.307 -6.506
H -2.098 -0.518 -5.616
H -1.451 -2.059 -5.048
H 1.089 1.173 -6.212
H 1.456 1.805 -4.601
H -0.131 2.093 -5.319
*
```

ORCA calculation (ωB97M-V/def2-TZVPD) on C18H25ClN2RuS as an isolated structure.

Results
**Frontier orbital gap (spin up / spin down)**: 6.2080 / 6.3750 eV
**LUMO (spin up / spin down)**: -7.401 / -9.027 eV
**HOMO level (spin up / spin down)**: -13.6 / -15.4 eV
**Calculated total energy**: -47973.4460 eV

ORCA input file:
```
! wB97M-V def2-TZVPD RIJCOSX def2/J DEFGRID3
* xyz 2 5
C 0.482 0.120 -4.656
C 1.864 0.675 -5.015
C 0.250 -1.235 -5.330
C -0.624 1.109 -5.033
Cl 0.441 -0.111 -2.834
H 0.281 -1.110 -6.423
H -0.727 -1.648 -5.055
H 1.025 -1.954 -5.040
H 1.931 0.840 -6.099
H 2.650 -0.029 -4.719
H 2.041 1.627 -4.502
H -0.612 1.284 -6.118
H -0.478 2.067 -4.522
H -1.609 0.715 -4.756
C 1.999 -1.659 1.730
C 1.010 -2.359 0.941
C 1.214 -1.961 -0.447
H 0.388 -3.184 1.273
C 2.343 -1.066 -0.476
C 2.812 -0.897 0.841
H 3.689 -0.326 1.115
H 2.125 -1.770 2.804
H 0.760 -2.446 -1.306
H 2.777 -0.628 -1.370
C -1.971 0.668 0.759
C -2.020 -0.497 1.601
C -1.785 -1.656 0.772
H -2.227 -0.525 2.673
C -1.604 -1.196 -0.576
C -1.738 0.237 -0.583
H -1.644 0.887 -1.445
H -2.079 1.705 1.058
H -1.781 -2.695 1.097
H -1.452 -1.823 -1.449
Ru 0.066 -0.548 0.718
C 0.025 -0.144 5.318
N -0.493 1.130 4.822
C -1.293 2.021 5.538
C -1.556 3.078 4.729
N -0.897 2.826 3.529
C -0.252 1.628 3.583
S 0.817 1.012 2.402
H -0.370 -0.957 4.697
H 1.120 -0.150 5.261
H -0.326 -0.264 6.343
H -1.594 1.804 6.548
H -2.106 3.992 4.895
H -0.870 3.418 2.707
*
```